(1)
C27H54HgN3O3 | ωB97M-V/def2-TZVPD

XYZ file:
```
88
Properties=species:S:1:pos:R:3:forces:R:3
Hg -13.073867 3.163113 14.527998 0.259 -0.382 -0.015
C -15.608467 0.376882 14.069013 -0.389 -0.369 1.162
C -14.542383 -0.206201 13.148607 1.430 2.256 -2.582
C -15.102717 -0.027948 11.612166 0.067 -1.774 1.668
C -14.145148 -0.268222 10.463098 2.334 1.924 1.530
C -12.918285 0.689156 10.761142 -0.611 -0.316 -0.100
C -12.232942 0.523548 12.207652 -1.208 2.215 -0.406
N -13.302080 0.638253 13.282804 -0.191 0.063 -0.183
O -12.870739 0.790491 14.705982 -0.282 -0.706 -2.645
C -11.294976 1.785002 12.333939 -0.626 -0.084 -0.024
C -11.312839 -0.656103 12.187081 0.418 -1.506 1.428
C -14.248375 -1.654023 13.328854 0.288 -1.861 0.654
H -15.701144 1.462461 14.101069 0.384 0.059 -0.827
H -15.458080 0.159337 15.126440 0.596 -0.358 0.045
H -16.603263 -0.031127 13.890110 -0.184 -0.165 -0.546
H -15.649681 0.910675 11.523150 0.233 0.076 -0.047
H -15.770975 -0.880944 11.494127 -0.977 0.150 0.356
H -14.691720 -0.019320 9.553492 0.434 -0.075 -0.341
H -13.634797 -1.229416 10.401737 -0.892 -0.607 0.079
H -13.282068 1.696387 10.558064 0.166 0.319 0.625
H -12.141481 0.508796 10.018073 0.320 -0.081 -0.076
H -10.653817 1.799183 13.215302 -0.331 -0.301 0.314
H -11.908486 2.685940 12.338531 -0.063 0.016 0.045
H -10.607048 1.890200 11.495011 -0.042 -0.362 -0.460
H -11.610347 -1.490196 11.551560 0.102 0.098 -0.410
H -11.295996 -1.085602 13.188754 -0.196 -0.031 0.351
H -10.264129 -0.380573 12.075732 0.008 0.009 -0.718
H -13.681465 -1.871228 14.234144 -0.495 0.325 0.617
H -13.588383 -2.164621 12.627567 0.113 0.760 -0.851
H -15.140479 -2.276476 13.259590 -0.411 -0.061 0.486
C -14.290233 6.187253 10.576924 0.050 0.788 1.193
C -14.135033 6.210043 12.160394 -1.602 -2.814 0.580
C -14.586011 7.512593 12.773692 -0.720 1.373 -1.084
C -16.101160 7.858390 12.809418 0.578 0.664 -0.197
C -16.797570 6.787433 13.547988 0.356 -0.819 0.421
C -16.397037 5.355524 13.092875 0.872 0.169 2.288
N -14.936281 5.148963 12.881046 1.140 -0.230 0.816
O -14.482085 3.736376 12.672801 -1.433 2.541 -0.346
C -17.108592 5.048403 11.871215 -1.668 -0.423 -2.231
C -16.918291 4.489959 14.300254 1.034 -1.376 -0.235
C -12.685393 6.042220 12.537702 0.674 0.026 0.036
H -13.369259 6.435611 10.049445 0.367 -0.297 0.160
H -14.920591 7.049396 10.359106 -0.650 -0.319 -0.464
H -14.673152 5.224035 10.239744 -0.064 0.190 0.040
H -14.002130 8.190732 12.151362 -0.110 0.969 0.346
H -14.298923 7.603481 13.821270 0.472 -0.254 -0.051
H -16.712060 8.065624 11.930809 0.837 -0.314 -0.992
H -16.278844 8.787137 13.351607 0.472 0.312 0.293
H -17.861886 6.950844 13.378793 -0.303 -0.461 0.341
H -16.593599 6.845234 14.617177 0.043 0.186 0.066
H -18.173776 5.255385 11.974432 -0.534 -0.811 0.265
H -16.855214 4.039791 11.544724 -0.341 -0.124 -0.062
H -16.913079 5.723643 11.038191 0.788 0.146 -0.002
H -16.377759 3.544826 14.351644 -0.096 -0.364 -0.876
H -17.978537 4.238442 14.273478 -0.158 0.267 -0.276
H -16.665939 4.779773 15.320265 -0.095 1.169 -0.170
H -12.191598 5.167084 12.115319 -0.321 -0.095 -0.099
H -12.546338 5.987415 13.617409 -0.215 -0.077 -0.052
H -12.155128 6.924948 12.180325 0.262 0.224 -0.131
C -13.816472 3.985793 19.145437 -1.028 0.170 -0.688
C -13.848279 4.085256 17.581052 0.508 1.255 -0.450
C -14.456017 5.446533 17.123728 0.062 -0.358 -0.023
C -13.573700 6.637099 17.316619 0.769 -0.977 0.377
C -12.200128 6.391784 16.629973 -1.038 0.472 1.203
C -11.497437 5.076136 17.064690 -0.935 0.194 -0.383
N -12.523082 3.974780 16.935749 0.204 -0.192 -1.206
O -12.051100 2.611625 16.784199 0.205 1.539 1.138
C -10.926540 5.123401 18.533380 1.167 0.043 -0.628
C -10.354477 5.056272 15.916743 -0.681 -2.704 2.001
C -14.892810 3.064628 17.087812 0.226 -1.411 0.525
H -13.489076 4.906991 19.627420 0.488 -0.156 -0.007
H -13.307618 3.087420 19.494869 0.279 0.183 -0.130
H -14.867419 3.894573 19.419816 -0.203 -0.148 0.361
H -15.376424 5.563884 17.695722 -0.414 0.161 -0.173
H -14.634106 5.448762 16.048374 -0.458 -0.720 -0.132
H -13.444413 6.648307 18.398866 0.499 0.753 0.263
H -14.109080 7.535790 17.010305 0.271 0.243 -0.138
H -11.625912 7.282410 16.885247 0.697 -0.052 -0.027
H -12.224955 6.327190 15.542170 -0.656 0.208 0.104
H -11.180728 6.013271 19.109235 -0.598 0.043 -0.030
H -9.837395 5.166298 18.527282 0.411 0.098 -0.335
H -11.093698 4.221130 19.121660 -0.576 -0.016 -0.289
H -10.757399 4.768830 14.945588 -0.439 0.847 -0.142
H -9.815057 4.130275 16.115905 0.649 0.035 0.257
H -9.685966 5.915868 15.964455 -0.291 0.096 -0.086
H -14.619155 2.063349 17.420481 0.450 -0.175 -0.369
H -15.142080 3.006843 16.028269 0.641 0.259 -0.095
H -15.872632 3.164960 17.554694 -0.101 0.831 0.396
```
Forces are in eV/Å.

Properties
total charge: -2
2S+1: 2
energy above the lowest of the compared OMol25 structures with the same formula, charge and spin: 75.38 kJ/mol
lowest unoccupied orbital energy (spin up / spin down): 4.759 / 4.756 eV
highest occupied orbital energy (spin up / spin down): 1.12 / 0.48 eV
electronic energy: -1604.19055 Ha
expectation value of S²: 0.755

---

(2)
C16H17Be2Br2CaCl2CsF8InO11P | ωB97M-V/def2-TZVPD

XYZ file:
```
62
Properties=species:S:1:pos:R:3:forces:R:3
F 1.947760 -1.605647 -0.307771 0.322 -0.093 0.172
C 1.607175 -0.266262 -0.181941 -0.801 0.552 -0.525
C 0.971055 0.240013 -1.455296 0.306 0.548 0.437
In -0.196534 2.068513 -1.043563 -0.615 -0.876 -0.488
Br 1.314792 3.791893 0.323054 0.631 0.229 0.521
C -2.134651 1.781826 -0.065010 0.566 0.178 -0.624
C -2.542929 0.368494 -0.254578 0.379 -1.008 -0.588
C -4.091480 0.030819 0.075309 -0.205 1.387 0.265
O -2.768996 -0.285938 0.868717 0.467 0.640 0.838
H 2.487663 0.335794 0.040891 0.298 -0.224 0.192
H 0.899952 -0.149476 0.638774 0.107 -0.423 0.318
H 1.731995 0.463746 -2.198692 0.057 -0.132 -0.250
H 0.279018 -0.501995 -1.844319 -0.175 -0.041 -0.074
H -0.493893 2.902718 -2.649430 0.107 -0.011 0.453
H -2.852993 2.400329 -0.589768 0.104 0.530 0.080
H -2.119059 1.960211 1.002866 -0.193 0.385 0.093
H -2.131652 -0.162872 -1.103273 -0.209 -0.491 -0.189
H -4.651400 -0.076476 1.008216 -0.953 -1.613 -0.714
H -4.295388 1.126190 0.058372 0.200 0.159 0.909
Be -0.485488 4.396746 -3.351940 0.117 0.518 -0.093
Br -0.386718 4.790892 1.995998 0.305 -0.319 -0.616
Be 3.476104 2.889771 -0.674838 -0.422 0.856 0.136
C 3.834182 -4.329256 0.205084 -0.097 0.023 0.276
O 3.538716 -4.279031 1.391656 0.068 -0.056 -0.043
O 3.053731 -4.628916 -0.731054 0.179 0.032 -0.071
O 4.971399 -4.097829 -0.272470 -0.131 0.009 -0.160
C -0.457578 1.164593 -5.908963 -1.923 0.580 0.660
Cl 0.105870 2.775689 -5.334377 -0.343 0.299 0.072
Cl 0.409532 -0.141255 -5.101436 -7.195 -3.419 7.906
H -1.515211 1.061658 -5.699767 0.022 0.020 0.193
H -0.281794 1.092560 -6.983747 -1.212 0.045 0.169
C -7.680661 0.252767 1.186874 0.124 -0.011 -0.072
C -8.597542 -0.772730 1.634371 -0.225 0.068 0.537
C -9.246289 -0.492446 2.975504 0.017 0.313 0.153
O -10.087653 -1.211215 3.462512 -0.036 -0.197 -0.109
C -8.806170 0.697454 3.689288 0.021 -0.099 0.005
C -7.878497 1.715601 3.241302 0.248 -0.039 -0.452
C -7.316220 1.488397 1.855454 -0.142 -0.259 -0.334
O -6.587235 2.273368 1.289707 0.090 0.221 0.238
O -7.556513 2.686148 3.883195 -0.165 0.038 0.333
O -8.859843 -1.780270 1.023818 0.145 -0.037 -0.330
H -7.188148 0.126953 0.226168 -0.108 -0.181 -0.025
H -9.254010 0.807441 4.672643 0.068 0.140 0.009
Cs 1.832392 0.556768 -6.766960 10.725 2.434 -8.939
Ca -1.955419 -0.310688 -9.029074 -0.120 -0.137 -0.252
C 6.162924 -6.011039 3.332622 -0.143 0.202 0.154
C 5.780262 -7.124471 2.384189 0.285 0.079 -0.105
O 6.642366 -8.172682 2.779896 -0.295 0.031 0.219
C 6.918384 -7.991964 4.108159 0.105 0.071 -0.005
O 7.391276 -8.811390 4.814068 0.097 -0.089 0.038
O 6.562736 -6.741841 4.497387 -0.059 -0.040 -0.217
F 6.034994 -6.798693 1.091826 -0.015 -0.060 -0.004
H 7.007837 -5.434145 2.954728 0.017 -0.090 -0.138
H 5.340106 -5.338134 3.556708 -0.020 -0.085 0.178
H 4.743963 -7.454766 2.470653 -0.030 0.021 -0.137
F 5.232827 6.778797 0.615073 0.550 0.190 -0.233
P 5.336606 6.979147 -1.029994 0.278 0.700 0.165
F 5.579467 5.319583 -0.873902 -0.963 -0.671 -0.369
F 6.766677 6.920715 -1.858704 0.010 -0.484 0.589
F 3.844718 7.681372 -0.882731 0.126 -0.614 0.369
F 4.663562 6.580553 -2.501237 0.416 0.282 0.011
F 5.949920 8.463907 -0.660247 -0.763 0.020 -0.532
```
Forces are in eV/Å.

Properties
total charge: 0
lowest unoccupied orbital energy: -5.448 eV
highest occupied orbital energy: -6.88 eV
electronic energy: -9572.69457 Ha

---

(3)
C6H14N4O2 | ωB97M-V/def2-TZVPD

XYZ file:
```
26
Properties=species:S:1:pos:R:3:forces:R:3
C 0.700417 1.124002 2.912380 0.040 0.038 -0.208
C 0.120566 1.374901 1.740912 -0.420 0.139 0.296
C 0.741854 1.306135 0.441881 0.607 0.003 -0.360
C 2.184908 0.995304 0.221423 -0.006 0.012 -0.114
N -0.008024 1.572199 -0.587801 -0.001 0.150 -0.325
O -1.187222 1.921407 -0.629636 -0.606 0.070 -0.103
O 0.623065 1.455950 -1.839909 0.588 -0.151 0.060
H 0.138931 1.200853 3.826222 -0.165 0.027 0.136
H 1.731091 0.831119 3.018024 0.218 -0.048 -0.063
H -0.924505 1.650509 1.703599 -0.043 -0.011 0.092
H 2.618485 1.695298 -0.492122 0.054 -0.039 0.050
H 2.727563 1.067741 1.158226 0.027 -0.004 0.034
H 2.320254 -0.008974 -0.180061 0.050 -0.097 0.000
H -0.061252 1.676395 -2.493815 -0.242 0.056 0.536
C -1.704467 -1.375993 1.038015 -0.035 -0.055 0.140
C -0.691660 -1.443965 0.184429 0.055 -0.248 0.077
N -0.783180 -1.223256 -1.181435 0.305 -0.107 -0.911
N 0.240777 -1.712483 -2.037003 0.084 0.058 0.277
N -2.060418 -1.301931 -1.728382 -0.386 0.191 -0.036
H -2.700698 -1.168115 0.699234 -0.228 0.052 -0.105
H -1.534827 -1.486175 2.093386 0.129 -0.067 0.166
H 0.320221 -1.646826 0.521458 -0.020 0.079 -0.043
H 0.997970 -1.035044 -2.084525 -0.184 -0.071 0.063
H 0.610209 -2.612216 -1.732955 -0.126 0.106 0.071
H -2.269840 -2.231888 -2.090680 0.221 0.086 0.065
H -2.150218 -0.624946 -2.480863 0.084 -0.171 0.205
```
Forces are in eV/Å.

Properties
total charge: 0
energy above the lowest of the compared OMol25 structures with the same formula, charge and spin: 694.26 kJ/mol
lowest unoccupied orbital energy: 0.644 eV
highest occupied orbital energy: -7.98 eV
electronic energy: -606.30944 Ha
SMILES string: C=C/C(C)=[N+](\[O-])O.C=CN(N)N